Run 1
The following is a DFT calculation (wB97M-V/def2-TZVPD) of C5H4O3 in the gas phase.

Structure (SMILES) ... O=C1OC=C/C1=C/O
Molecular weight ... 112.08 u
Gap between HOMO and LUMO ... 8.538 eV

The geometry in ORCA input format:
```
! wB97M-V def2-TZVPD RIJCOSX def2/J DEFGRID3
* xyz 0 1
O -2.2907 -0.2517 0.0002
C -1.1968 -0.4449 -0.3258
O -0.7966 -1.3260 -1.1538
C 0.6504 -1.3230 -1.2509
C 1.2370 -0.4176 -0.3850
C 0.1003 0.1337 0.2881
C 0.2109 1.4308 0.8185
O -0.9042 1.9056 1.3214
H 1.1482 -2.3980 -1.5016
H 2.3831 -0.4254 -0.2575
H 1.0680 2.0391 1.3166
H -1.6095 1.0774 1.1297
*
```


Run 2
The following is a DFT calculation (wB97M-V/def2-TZVPD) of 2 unconnected molecules or ions with the total composition C5H4O3.

Structure (SMILES) ... O=C=C1CC1.O=C=O
Molecular weight ... 112.08 u
Gap between HOMO and LUMO ... 9.747 eV

The geometry in ORCA input format:
```
! wB97M-V def2-TZVPD RIJCOSX def2/J DEFGRID3
* xyz 0 1
O -1.7206 1.9880 -0.7243
C -0.7929 1.3085 -0.4902
C -0.0790 0.3044 -0.0620
C 1.2595 -0.1200 -0.4036
C 0.9998 0.3520 0.9873
H 1.8060 0.4937 -0.9876
H 1.3236 -1.0998 -0.8252
H 0.7578 -0.1267 1.9292
H 1.3328 1.3149 1.1622
O -1.9552 -1.2064 -1.2672
C -1.5423 -1.4152 -0.2012
O -1.3897 -1.7934 0.8826
*
```


Run 3
The following is a DFT calculation (wB97M-V/def2-TZVPD) of C5H4O3 in the gas phase.

Structure (SMILES) ... C#CCC(=O)C(=O)O
Molecular weight ... 112.08 u
Gap between HOMO and LUMO ... 8.493 eV

The geometry in ORCA input format:
```
! wB97M-V def2-TZVPD RIJCOSX def2/J DEFGRID3
* xyz 0 1
C -1.2298 1.7407 -1.3282
C -1.4232 0.3922 -1.0688
C -0.6909 -0.9126 -0.6818
C 0.6735 -0.3881 0.0282
O 1.7281 -0.6258 -0.5719
C 0.6026 -0.1848 1.4779
O -0.5563 0.3353 1.6309
O 1.6931 0.0830 2.1780
H -1.6177 2.8320 -1.4896
H -1.1883 -1.6883 -0.0087
H -0.4382 -1.1699 -1.7119
H 2.4470 -0.4138 1.5458
*
```


Unit: hartree. Relative energies: run 1 0.0204; run 2 0.0000; run 3 0.1235.


Run 1
The following is a DFT calculation (wB97M-V/def2-TZVPD) of a molecular structure, C31H52BrN3NiOP2.

Molecular weight ... 683.32 u
Gap between HOMO and LUMO (spin up / spin down) ... 5.033 / 3.212 eV
<S²> ... 2.044

The geometry in ORCA input format:
```
! wB97M-V def2-TZVPD RIJCOSX def2/J DEFGRID3
* xyz 2 3
N -6.9055 5.4560 -5.8043
C -6.6632 6.0381 -4.6270
C -5.8566 5.4327 -3.6549
C -5.2499 4.1866 -3.9429
C -5.5679 3.5746 -5.1797
C -6.3894 4.2585 -6.0847
C -4.2808 3.5914 -3.0364
Ni 0.6624 -0.1922 -0.1547
P 6.2669 -0.9975 -0.2455
C -3.3787 2.6718 -3.4593
C -2.4058 2.0693 -2.6035
C -1.2785 1.4875 -3.2053
C -0.3251 0.8382 -2.4276
C -0.6029 0.7330 -1.0669
C -1.6495 1.3852 -0.4072
C -2.5681 2.0734 -1.2041
Br 2.1126 -0.4638 1.5124
H -4.2517 3.9847 -2.0193
H -3.3161 2.4147 -4.5202
H -5.6728 5.9360 -2.7049
H -5.1669 2.5958 -5.4494
H -7.1208 7.0096 -4.4330
H -6.6281 3.8112 -7.0565
H -1.1671 1.5718 -4.2900
H -3.4143 2.5907 -0.7554
H 0.5859 0.4105 -2.8432
H -1.7633 1.3090 0.6704
P -0.3899 -2.0271 -0.3782
C 5.6998 0.7358 0.0327
C 6.7591 1.7354 -0.4432
H 5.5133 0.8413 1.1107
H 4.7450 0.8738 -0.4909
H 6.5425 2.7324 -0.0478
H 7.7590 1.4455 -0.1000
H 6.7815 1.8078 -1.5358
C 5.4494 -1.4253 -1.8411
C 6.1447 -2.6053 -2.5255
H 5.5047 -0.5258 -2.4706
H 4.3932 -1.6422 -1.6285
H 5.8317 -2.6695 -3.5723
H 7.2345 -2.4908 -2.5052
H 5.8935 -3.5576 -2.0452
C 5.2717 -1.9677 0.9587
C 5.9948 -2.1374 2.2948
H 5.0756 -2.9447 0.4924
H 4.3036 -1.4541 1.0999
H 5.4355 -2.8295 2.9332
H 7.0005 -2.5484 2.1498
H 6.0840 -1.1860 2.8310
C -0.3183 -3.1945 1.0323
C -1.3186 -4.3543 1.0412
H -0.4153 -2.5689 1.9321
H 0.7119 -3.5793 1.0253
H -2.3024 -4.0515 1.4205
H -1.4535 -4.8159 0.0548
H -0.9513 -5.1401 1.7112
C 0.7463 -2.7549 -1.6233
C 0.2621 -2.6542 -3.0683
H 0.8947 -3.8002 -1.3215
H 1.7131 -2.2376 -1.4934
H -0.4777 -3.4290 -3.3036
H -0.1850 -1.6803 -3.3000
H 1.1145 -2.7890 -3.7433
C -2.0836 -2.1309 -1.0248
C -3.1669 -1.7079 -0.0263
H -2.2359 -3.1655 -1.3700
H -2.1098 -1.4880 -1.9153
H -3.9100 -1.0812 -0.5367
H -3.7019 -2.5749 0.3871
H -2.7711 -1.1156 0.8124
C -0.0033 2.1463 2.9153
N -0.4857 1.3505 4.0041
C 0.1965 1.4426 5.2730
C -0.7241 0.9411 6.3563
C -1.1336 -0.4758 6.0487
N -1.5800 -0.5948 4.6865
C -2.3639 -1.7577 4.3697
C -1.3268 0.3101 3.6827
O -1.8309 0.1938 2.5472
H 0.4906 3.0403 3.3136
H -0.8387 2.4492 2.2783
H 0.7179 1.5740 2.2992
H 1.1282 0.8474 5.2650
H 0.4572 2.4944 5.4274
H -1.6188 1.5713 6.4117
H -0.2162 0.9838 7.3217
H -1.9423 -0.8063 6.7098
H -0.2729 -1.1448 6.2080
H -1.8797 -2.6624 4.7549
H -3.3602 -1.6912 4.8233
H -2.4872 -1.8356 3.2874
*
```


Run 2
The following is a DFT calculation (wB97M-V/def2-TZVPD) of a molecular structure, C31H52BrN3NiOP2.

Molecular weight ... 683.32 u
Gap between HOMO and LUMO (spin up / spin down) ... 6.806 / 3.633 eV
<S²> ... 2.014

The geometry in ORCA input format:
```
! wB97M-V def2-TZVPD RIJCOSX def2/J DEFGRID3
* xyz 2 3
N -2.3669 -1.4532 -9.6717
C -1.9952 -2.5350 -8.9738
C -1.7085 -2.4933 -7.6081
C -1.8360 -1.2605 -6.9157
C -2.2195 -0.1320 -7.6703
C -2.4723 -0.2829 -9.0432
C -1.6096 -1.1690 -5.4834
Ni -0.7923 0.9690 0.7116
P -2.6754 1.2510 4.5980
C -1.9891 -0.0923 -4.7388
C -1.6672 -0.0061 -3.3542
C -2.4946 0.7847 -2.5353
C -2.4454 0.6375 -1.1657
C -1.6179 -0.4568 -0.6896
C -0.4871 -0.9216 -1.4584
C -0.6193 -0.7878 -2.8223
Br -2.1585 -1.3877 0.8379
H -1.1597 -2.0418 -5.0074
H -2.6446 0.6910 -5.1513
H -1.4204 -3.4010 -7.0836
H -2.3322 0.8497 -7.2147
H -1.9236 -3.4834 -9.5149
H -2.7771 0.5793 -9.6403
H -3.2056 1.4517 -3.0176
H 0.0615 -1.3108 -3.4887
H -2.9957 1.3117 -0.4992
H 0.4381 -1.3163 -1.0022
P 0.8299 2.0004 0.1872
C -3.2110 -0.4169 4.0982
C -4.6662 -0.7374 4.4917
H -2.5495 -1.1274 4.6233
H -3.0470 -0.5061 3.0108
H -4.9337 -1.7594 4.1907
H -4.8012 -0.6820 5.5814
H -5.3943 -0.0589 4.0274
C -3.1343 2.4908 3.3724
C -3.4651 3.8398 4.0393
H -4.0282 2.1130 2.8548
H -2.3093 2.5864 2.6493
H -3.8786 4.5471 3.3145
H -4.2061 3.7333 4.8403
H -2.5813 4.3130 4.4779
C -0.8735 1.2140 4.8270
C -0.4814 0.6569 6.2157
H -0.4830 2.2439 4.7397
H -0.4485 0.6085 4.0079
H 0.5952 0.7812 6.3824
H -1.0049 1.1894 7.0190
H -0.7289 -0.4060 6.3221
C 2.3265 1.6729 1.1517
C 3.4439 2.6845 0.9482
H 2.6219 0.6514 0.8615
H 2.0225 1.6371 2.2084
H 4.0715 2.4345 0.0872
H 3.0583 3.6955 0.7847
H 4.0856 2.7223 1.8348
C 0.1190 3.6512 0.5958
C -0.7832 4.2304 -0.5064
H 0.9649 4.3128 0.8192
H -0.4585 3.5118 1.5262
H -0.1937 4.6012 -1.3573
H -1.5060 3.4949 -0.8953
H -1.3637 5.0701 -0.0994
C 1.3566 2.1455 -1.5702
C 2.4180 1.1542 -2.0744
H 1.7144 3.1811 -1.6944
H 0.4468 2.0538 -2.1873
H 2.1847 0.7990 -3.0918
H 3.4121 1.6282 -2.1064
H 2.4861 0.2592 -1.4356
C 0.9279 -3.5937 0.5219
N 2.2816 -3.5442 1.0164
C 2.5724 -4.2345 2.2484
C 4.0515 -4.5185 2.3160
C 4.8448 -3.2479 2.1701
N 4.3284 -2.4148 1.1144
C 5.1891 -1.3330 0.6895
C 3.0628 -2.4945 0.5758
O 2.6435 -1.6736 -0.2629
H 0.4920 -4.5749 0.7626
H 0.9428 -3.4536 -0.5600
H 0.2815 -2.8093 0.9522
H 2.2553 -3.6392 3.1239
H 2.0034 -5.1692 2.2562
H 4.3344 -5.2161 1.5217
H 4.2920 -4.9870 3.2786
H 5.8965 -3.4793 1.9573
H 4.8378 -2.6971 3.1222
H 5.3733 -0.6234 1.5158
H 6.1603 -1.7225 0.3369
H 4.7163 -0.7827 -0.1262
*
```


Unit: hartree. Relative energies: run 1 0.0000; run 2 0.0338.


Run 1
The following is a DFT calculation (wB97M-V/def2-TZVPD) of 7 unconnected molecules or ions with the total composition C18H31F4NO16.

Molecular weight ... 593.43 u
Gap between HOMO and LUMO ... 8.712 eV

The geometry in ORCA input format:
```
! wB97M-V def2-TZVPD RIJCOSX def2/J DEFGRID3
* xyz 0 1
N 37.1520 54.6760 47.5950
H 36.2690 54.9480 47.3800
H 37.7520 54.8570 46.7900
H 37.2540 53.6300 47.9020
H 37.4800 55.3130 48.2400
O 35.6800 53.4080 49.5410
H 35.4420 53.2140 50.3680
C 34.2950 52.6470 52.2450
C 33.2690 52.3310 53.3070
O 34.0280 52.1790 54.4920
C 35.2620 52.5620 54.3230
O 36.0890 52.6140 55.2100
O 35.4240 52.8630 52.9520
F 32.4850 51.2310 53.0020
H 34.1210 53.5660 51.6880
H 34.5050 51.7800 51.4860
H 32.4300 53.1070 53.2580
C 36.8930 49.9450 50.2440
C 35.9700 50.1620 48.9390
O 34.8260 49.3490 49.3500
C 34.9090 49.0070 50.5970
O 33.9860 48.4260 51.1030
O 36.0960 49.2220 51.1050
F 36.4290 49.4010 47.8510
H 37.2100 50.9410 50.8230
H 37.7320 49.3240 50.1150
H 35.9500 51.2050 48.7100
C 34.4240 56.3950 50.2670
C 33.1740 55.8180 49.6120
O 32.9070 56.6910 48.5700
C 33.7210 57.7810 48.6780
O 33.5960 58.8050 47.9840
O 34.6430 57.6150 49.6560
F 32.1820 55.5800 50.5320
H 35.3280 55.7180 50.2980
H 34.3810 56.7290 51.0410
H 33.2480 54.6880 49.3360
C 32.5910 51.9700 48.8920
C 32.9170 52.3910 47.4440
O 31.8990 53.0800 46.9770
C 31.0730 53.2910 47.8790
O 29.9420 53.8430 47.6370
O 31.4120 52.7600 48.9680
F 33.2300 51.1060 46.7050
H 33.1550 52.2790 49.7220
H 32.4840 51.0250 49.0530
H 33.9710 52.9730 47.7450
C 38.7810 57.0810 45.0180
O 37.7120 57.0470 46.0550
C 37.6240 58.2220 46.8110
C 38.7340 58.4230 47.8610
O 38.8230 57.3390 48.5570
C 40.0760 57.3230 49.2770
C 39.8140 56.2810 50.4310
O 39.6150 54.9320 50.0150
C 39.0730 54.0150 50.8660
H 39.5990 56.7750 45.3580
H 38.6960 58.0920 44.4080
H 38.4170 56.4650 44.2420
H 36.5820 58.1540 47.3260
H 37.4030 59.2160 46.2120
H 38.4500 59.3940 48.2500
H 39.7090 58.5340 47.1480
H 40.3750 58.3700 49.5850
H 40.8980 57.1080 48.6200
H 38.9490 56.6460 50.9150
H 40.8090 56.1890 51.0660
H 37.9360 54.3030 51.2570
H 39.8270 54.0720 51.5830
H 38.7620 53.0880 50.4700
*
```


Run 2
The following is a DFT calculation (wB97M-V/def2-TZVPD) of 7 unconnected molecules or ions with the total composition C18H31F4NO16.

Molecular weight ... 593.43 u
Gap between HOMO and LUMO ... 8.706 eV

The geometry in ORCA input format:
```
! wB97M-V def2-TZVPD RIJCOSX def2/J DEFGRID3
* xyz 0 1
N 0.8949 -1.8273 -0.4635
H 0.8849 -2.0893 0.4445
H -0.1791 -1.5863 -0.5875
H 0.9489 -2.3153 -1.1975
H 1.2059 -0.9043 -0.7215
O -0.5721 0.9217 -0.4915
H -0.0461 1.2417 0.2485
C -1.5391 3.1367 1.3775
C -2.9411 3.7297 1.5825
O -2.8821 3.9857 2.9925
C -1.6361 3.9687 3.4605
O -1.3091 4.2497 4.6325
O -0.8231 3.6127 2.4295
F -3.9531 2.8647 1.4385
H -1.1331 3.0987 0.4395
H -1.6841 2.0397 1.5005
H -3.1191 4.4817 1.0955
C -3.1281 -1.4603 -0.3875
C -3.4021 -0.4333 0.7645
O -2.7181 -0.9873 1.8355
C -1.9671 -2.0303 1.4985
O -1.2351 -2.7433 2.0685
O -2.2651 -2.3813 0.2975
F -4.7371 -0.3733 0.9435
H -2.3411 -1.0273 -1.1125
H -4.2501 -1.8813 -0.7455
H -3.0231 0.5127 0.6175
C 1.3229 3.3637 -1.9845
C 1.2339 2.1797 -2.9945
O 2.5759 1.8807 -3.1565
C 3.3259 2.9727 -2.8605
O 4.4579 3.0307 -3.1715
O 2.6459 3.9137 -2.2955
F 0.7289 2.6307 -4.1425
H 1.2919 3.0057 -1.1115
H 0.6229 4.0937 -2.2175
H 0.6839 1.4037 -2.6665
C -2.3751 1.5197 -3.6795
C -3.3691 1.5547 -2.3705
O -4.3121 0.5897 -2.7695
C -3.8171 -0.3043 -3.7555
O -4.4031 -1.3263 -4.1025
O -2.7861 0.1797 -4.3295
F -4.0391 2.6677 -2.4765
H -1.4251 1.4417 -3.6795
H -2.5751 1.9217 -4.5295
H -2.7301 1.6787 -1.6145
C 3.2799 1.0857 0.2685
O 2.5629 0.0637 1.0755
C 3.2899 -0.3863 2.2605
C 2.5099 -1.4043 3.0135
O 2.7579 -2.3473 2.3295
C 2.2819 -3.6643 2.9325
C 2.5779 -4.7893 1.8725
O 1.6259 -4.3553 0.7685
C 1.6599 -5.3663 -0.2875
H 4.3799 1.0157 0.4225
H 3.2449 2.1557 0.6785
H 2.9459 1.1697 -0.7315
H 3.0879 0.6237 2.7515
H 3.9599 -0.7683 1.8295
H 1.4629 -1.2003 3.2345
H 3.0969 -1.3343 4.0375
H 1.3379 -3.4443 3.3615
H 3.0469 -3.8433 3.7795
H 2.2769 -5.6273 2.4515
H 3.5069 -4.8333 1.5905
H 0.8399 -5.1213 -0.9605
H 1.4569 -6.4893 0.0995
H 2.7039 -5.3443 -0.8315
*
```


Unit: hartree. Relative energies: run 1 0.0000; run 2 0.0698.